[1]
Computed, not measured: 10 unconnected molecules or ions with the total composition C24H68N2O10 at a distorted geometry, with ωB97M-V/def2-TZVPD.

The geometry in XYZ format:
```
104
Properties=species:S:1:pos:R:3
H -6.286 5.018 19.025
H -13.464 9.407 21.477
H -13.821 4.044 22.682
H -10.872 5.558 23.322
C -8.337 4.190 24.611
O -11.295 7.846 19.322
O -9.852 1.595 21.261
C -14.185 3.320 23.411
H -6.019 10.131 22.530
H -6.727 5.194 20.764
C -11.245 -0.133 20.317
H -14.192 3.770 24.404
C -8.066 4.372 19.638
H -8.715 7.260 26.763
H -10.445 6.261 18.177
H -8.522 10.185 21.369
H -8.424 2.125 26.560
H -6.289 8.092 21.421
H -15.167 3.061 20.763
O -16.485 3.673 23.140
C -13.598 5.072 18.685
H -12.269 2.315 21.108
C -15.030 6.561 20.145
H -9.523 8.072 25.491
H -13.428 2.558 23.597
H -12.944 4.952 19.549
H -11.806 -0.420 19.427
C -15.477 2.707 22.951
H -10.020 1.384 19.282
C -9.488 8.006 26.578
H -10.817 7.450 28.215
H -8.834 5.106 24.933
H -8.161 9.145 20.041
N -6.913 4.917 19.811
H -7.019 10.298 20.564
O -12.347 9.038 24.094
H -7.526 7.086 23.383
O -6.509 9.421 22.950
C -11.107 10.453 22.706
H -16.267 1.727 21.078
H -7.350 4.235 25.073
C -7.729 9.566 20.949
C -10.658 1.300 20.162
O -15.314 6.519 17.730
H -12.758 10.982 24.012
H -12.951 4.969 17.813
H -12.465 2.295 19.312
H -10.472 -0.892 20.440
C -14.346 6.396 18.751
C -11.149 5.837 22.305
H -12.136 8.401 26.007
C -10.635 2.907 24.652
H -15.941 5.968 20.222
H -11.149 11.349 22.087
H -14.472 9.631 22.916
O -11.771 8.659 26.857
H -13.634 7.215 18.650
H -8.852 8.105 23.031
H -11.277 3.375 20.138
H -11.603 6.577 25.433
C -11.442 6.342 26.485
H -10.320 5.541 21.662
H -9.667 2.529 21.137
H -9.376 7.461 18.954
H -14.609 1.509 21.410
H -9.072 8.899 27.044
H -11.812 8.450 23.557
H -8.349 6.844 21.805
H -10.789 9.645 22.047
H -17.356 3.270 23.108
C -10.308 7.318 18.407
H -8.659 2.040 24.577
H -13.836 10.972 21.897
H -12.026 5.268 21.994
H -10.721 2.935 23.566
H -11.139 3.849 24.866
C -11.769 2.403 20.143
C -10.859 7.629 27.141
C -13.612 10.016 22.369
H -10.688 5.558 26.552
C -9.117 2.934 25.001
H -11.718 8.550 18.826
O -8.787 3.937 20.529
C -7.104 8.621 21.916
H -14.252 4.201 18.650
H -8.254 4.248 23.526
H -10.220 7.935 17.513
H -7.645 4.728 17.767
H -11.953 -0.150 21.145
N -8.344 4.323 18.373
O -11.420 7.208 22.254
O -8.926 2.930 26.412
H -15.027 7.155 17.070
H -11.344 7.462 21.331
H -9.232 3.983 18.032
H -10.351 10.650 23.466
H -14.414 6.224 20.979
C -8.031 7.574 22.549
H -11.144 2.046 25.087
H -15.374 7.582 20.309
C -15.398 2.259 21.465
H -12.371 6.087 26.996
H -15.512 1.920 23.705
C -12.468 10.229 23.280
```

Output
Gap between HOMO and LUMO = 8.9 eV
ΔE to the lowest compared entry with this formula, charge and spin = 0.000 eV
Charge = 0
Structure (SMILES) = NC(N)=O.CC(C)O.CC(C)O.CC(C)O.CC(C)O.CC(C)O.CC(C)O.CC(C)O.CO.CO

[2]
Computed, not measured: C20H24N2O3S in the gas phase at a distorted geometry, with ωB97M-V/def2-TZVPD.

The geometry in XYZ format:
```
50
Properties=species:S:1:pos:R:3
O 3.666 -1.624 2.018
C -1.958 0.304 0.674
C 1.681 -1.748 -0.199
C 2.718 2.832 -0.353
H 4.553 -0.731 -2.180
C 3.651 0.332 0.253
N 3.002 -2.216 -0.386
H 1.845 -0.411 -1.857
O 5.394 -1.731 0.290
H -0.933 -1.882 1.939
H 3.111 -3.194 -0.143
C 3.618 2.202 -1.196
H 1.237 3.941 1.558
H -6.150 1.160 0.099
C 0.024 -0.107 -0.774
H 0.255 2.478 1.448
C 0.880 -2.186 0.849
H 1.232 -2.977 1.494
H 3.945 2.703 -2.095
C -4.284 -1.444 -1.184
C -0.332 -1.568 1.098
C -0.759 -0.511 0.300
C 1.248 2.862 1.693
H 1.442 2.634 2.738
C 5.007 0.206 -1.860
H -6.164 -1.303 -0.146
O -1.817 1.468 1.015
H 2.351 3.815 -0.610
H -6.169 -0.553 -1.745
H -4.709 1.269 -0.919
H -3.954 -2.220 0.805
H -0.306 0.712 -1.394
H -4.031 1.377 1.447
N -3.157 -0.313 0.659
H -3.723 -0.878 -1.931
C -3.420 -1.604 0.070
H 5.225 0.819 -2.731
H -4.894 -0.147 1.783
H 5.936 -0.054 -1.357
C 4.093 0.923 -0.923
H 2.462 0.433 2.000
C -5.239 0.641 -0.201
C 2.767 0.958 1.108
H -4.505 -2.429 -1.598
S 4.063 -1.355 0.663
C -5.574 -0.703 -0.843
H -2.479 -2.094 -0.180
C 2.268 2.220 0.812
C -4.350 0.424 1.022
C 1.230 -0.729 -1.030
```

Output
Gap between HOMO and LUMO = 9.6 eV
ΔE to the lowest compared entry with this formula, charge and spin = 1.516 eV
Charge = 0
Structure (SMILES) = Cc1ccc(C)c(S(=O)(=O)Nc2ccc(C(=O)N3CCCCC3)cc2)c1

[3]
Computed, not measured: 2 unconnected molecules or ions with the total composition C7H16OS2, with ωB97M-V/def2-TZVPD.

The geometry in XYZ format:
```
26
Properties=species:S:1:pos:R:3
H 0.656 0.089 6.123
S -1.668 0.497 2.986
C 0.100 -0.931 -0.895
H -3.213 -2.073 -0.866
H 0.377 -1.178 0.144
H -1.694 2.156 1.238
H 0.538 -1.689 -1.565
H -1.779 -3.000 -1.407
C -2.125 -2.198 -0.734
H -4.334 1.672 2.800
H 1.362 2.175 4.923
H -1.931 -2.505 0.308
H -0.344 2.684 4.754
H -2.104 2.871 2.825
H 0.528 0.053 -1.149
C -1.404 -0.907 -1.044
O -2.001 0.098 -1.394
H -3.929 0.955 1.210
C 0.322 1.803 4.838
C -0.052 0.929 6.024
H -4.154 2.725 1.362
C -2.281 2.001 2.164
H -1.067 0.521 5.891
H -0.029 1.519 6.956
C -3.766 1.825 1.867
S 0.310 0.917 3.248
```

Output
Gap between HOMO and LUMO = 9.6 eV
ΔE to the lowest compared entry with this formula, charge and spin = 0.000 eV
Charge = 0
Structure (SMILES) = CC(C)=O.CCSSCC

[4]
Computed, not measured: 2 unconnected molecules or ions with the total composition C5H13N4S at a distorted geometry, with ωB97M-V/def2-TZVPD.

The geometry in XYZ format:
```
23
Properties=species:S:1:pos:R:3
N -2.519 -0.431 0.293
H 0.627 1.730 1.900
N -3.316 -0.258 -0.473
H 2.791 -0.351 -1.431
H 2.133 -2.193 0.733
C 1.254 -1.695 1.064
S -0.005 1.717 -0.239
C 1.299 0.436 -0.190
C -0.431 1.719 1.537
C 2.057 0.477 -1.485
H -5.061 0.059 -1.593
H 1.753 -0.955 1.847
H -1.045 0.988 1.913
N 0.636 -0.873 0.044
H 1.888 0.718 0.683
H 2.773 1.301 -1.573
H -0.918 2.756 1.776
H -0.551 -0.475 -1.509
H 0.480 -2.234 1.703
H 1.532 0.744 -2.461
C -0.248 -1.229 -0.813
H -0.872 -2.128 -0.686
N -4.257 0.174 -1.040
```

Output
Gap between HOMO and LUMO = 8.3 eV
ΔE to the lowest compared entry with this formula, charge and spin = 2.573 eV
Charge = +1

[5]
Computed, not measured: 9 unconnected molecules or ions with the total composition C40H108Cl6N15O7P5 at a distorted geometry, with ωB97M-V/def2-TZVPD.

The geometry in XYZ format:
```
181
Properties=species:S:1:pos:R:3
H -3.429 4.371 -5.360
H -1.853 -7.383 -1.619
H -3.192 -0.299 -8.516
H -3.409 -4.405 -1.041
C -3.872 6.820 6.933
H -0.628 -7.857 -0.471
H -0.756 2.705 -3.881
N -5.163 2.318 -5.190
H 0.036 -5.681 -3.225
N -0.967 -5.783 -0.372
H -1.827 4.062 -6.082
H 1.102 -6.273 3.376
C 0.442 -5.830 5.867
H -1.223 -4.982 1.457
C -4.111 -2.551 2.396
H -0.319 -5.656 6.628
H 0.988 2.995 -6.153
H 0.916 -4.223 -3.815
C -5.063 -0.849 -1.110
C -1.674 -2.853 -3.270
C 7.048 0.867 -1.715
P 5.784 -0.128 0.600
H 0.496 -2.441 5.346
C -2.465 3.882 -5.217
H -6.246 1.601 -6.821
H -2.115 4.436 -4.346
H -4.743 -1.701 2.140
H -2.152 -3.000 -4.239
H -1.364 3.459 2.276
H 1.860 -5.558 -3.127
N -3.186 5.762 6.130
Cl -4.583 -3.736 1.126
H 8.227 -1.236 -1.915
H -0.751 2.495 0.375
H 2.297 4.408 -4.706
H -3.173 7.642 7.088
H -2.099 -1.945 -2.841
H 1.344 -2.550 1.771
C -4.878 0.715 -1.130
O 3.496 -3.709 5.829
H 8.093 1.106 -1.916
C 0.904 -5.036 -3.088
H -2.674 2.444 4.508
C -0.771 1.862 -0.512
P -3.777 1.382 -5.297
C -0.062 6.636 5.042
H 3.010 -1.259 0.221
C -3.217 -4.422 -2.114
Cl -2.470 -0.754 3.579
H 4.036 -1.977 4.073
C -1.552 8.482 4.145
H -5.187 -1.365 -2.062
H 2.740 -3.722 -1.390
H -3.374 2.949 2.938
H 1.266 -6.295 6.409
C -0.718 0.394 0.032
H 3.097 1.804 0.156
H 6.444 1.716 -1.394
H -3.373 -0.832 -6.819
H 0.202 -3.128 6.827
H 7.830 1.767 2.279
H -4.096 0.968 -1.846
H -3.863 2.058 -8.971
H -2.493 -6.073 1.012
N 0.875 -4.554 5.314
H -1.466 9.040 5.077
H 4.580 2.313 -0.558
H -5.855 1.152 -1.333
H -2.468 2.542 -8.364
H 0.890 -4.240 2.291
P -0.726 -4.217 -1.042
H 2.373 -7.461 3.149
N -1.847 -4.021 -2.396
H 5.073 -5.662 4.688
O -0.727 -3.009 -0.163
C 2.544 3.346 -4.707
C 5.226 1.647 2.717
C 3.392 -2.183 3.219
N 2.316 -3.183 3.509
H 6.529 0.647 -2.648
N 4.422 0.184 -0.310
H -4.330 -2.925 3.396
H -1.811 5.410 7.746
H -0.180 -7.131 -1.971
H -1.909 -0.138 -7.297
H 7.111 -2.152 -0.922
H 4.750 -5.203 3.002
C 3.069 2.737 -6.834
H -3.938 3.214 -7.544
O 5.719 -1.328 1.484
O -3.996 6.511 3.727
H 0.308 -2.734 3.080
H -1.389 1.076 -3.813
H 7.079 3.190 1.463
C 2.152 -6.394 3.112
N -1.412 7.058 4.549
C 7.143 2.102 1.502
H -5.965 3.963 -4.314
H 3.911 -2.624 2.368
C 4.459 -5.872 3.813
C -2.360 4.904 6.951
H -4.122 6.493 7.942
H -0.183 6.030 5.939
C 4.113 3.218 -4.839
H -4.754 7.209 6.423
H -0.539 -0.316 -0.776
H 2.329 -5.371 -0.927
C -3.109 3.270 3.945
C 1.942 2.583 -5.824
H 1.867 1.515 -5.621
H 4.873 -6.871 3.678
Cl -6.329 -1.212 0.008
C 3.853 1.501 -0.567
H -3.321 -5.422 -2.535
H 2.853 -0.609 -1.352
O 4.275 2.846 -6.180
H -2.323 -1.751 1.403
H -4.197 -1.402 -0.748
N -2.501 2.431 -4.884
C 1.945 -4.353 -0.993
H -3.871 -3.694 -2.596
H 5.546 2.574 3.194
H 4.414 2.406 -4.177
H 5.190 0.747 3.331
H 0.314 6.062 4.195
H -1.600 0.245 0.654
H -1.726 2.078 -0.990
C -5.439 3.087 -3.936
H 8.521 -1.434 -0.135
H 2.883 -1.326 2.777
H 4.657 4.154 -4.717
P 2.511 -4.278 4.815
N -2.323 4.499 3.873
H 2.255 3.057 -3.697
N 0.722 -4.324 -1.812
C -2.981 -0.055 -7.475
H -0.345 4.220 3.553
Cl -4.304 1.313 0.486
H -0.072 -6.472 5.152
C 0.072 -3.352 5.769
H -6.098 2.652 -3.185
H -0.849 -6.700 1.567
P -2.833 6.026 4.478
H 0.598 7.466 5.293
H -2.564 8.640 3.772
Cl 0.542 2.262 -1.635
H -0.605 -2.695 -3.412
H -0.835 8.892 3.433
C -0.913 -7.068 -1.166
Cl 0.646 0.149 1.116
H -6.648 0.919 -5.162
O -3.855 0.040 -4.576
C -1.227 1.924 -4.478
C -6.411 1.798 -5.761
C -1.409 -5.955 1.003
C 7.780 -1.292 -0.922
H -4.007 3.387 4.552
O 2.911 2.412 -8.012
C 1.153 -3.229 2.602
H 7.675 1.778 0.608
C -2.652 -2.061 2.394
H -1.107 5.189 2.351
H 3.456 1.621 -1.575
N 6.022 1.316 1.511
N 6.985 -0.087 -0.621
H 2.300 -6.009 2.104
H 4.278 -1.723 -1.086
H -1.735 4.143 6.484
C -3.472 2.336 -7.992
H 1.780 -4.160 0.067
H -4.515 3.504 -3.535
H -7.237 2.493 -5.609
H 4.205 1.851 2.395
H -0.959 -3.484 5.442
H -2.049 -2.888 2.772
H -0.556 1.680 -5.302
C 3.600 -0.987 -0.655
N -3.577 1.235 -7.000
C -1.257 4.300 2.962
H -3.012 4.160 7.409
N 3.026 -5.755 4.086
```

Output
Gap between HOMO and LUMO = 8.0 eV
Charge = 0
Structure (SMILES) = CN(C)P(=O)(N(C)C)N(C)C.CN(C)P(=O)(N(C)C)N(C)C.CN(C)P(=O)(N(C)C)N(C)C.CN(C)P(=O)(N(C)C)N(C)C.CN(C)P(=O)(N(C)C)N(C)C.O=C1CCCO1.ClCCCl.ClCCCl.ClCCCl

[6]
Computed, not measured: C19H22N4O4S in the gas phase at a distorted geometry, with ωB97M-V/def2-TZVPD.

The geometry in XYZ format:
```
50
Properties=species:S:1:pos:R:3
H 2.206 -0.751 1.706
N 2.333 -2.963 -0.913
H -2.355 2.750 -0.117
O 4.559 -3.676 -0.118
S 3.431 -2.936 0.359
H -4.720 -1.869 0.398
C 3.326 1.018 1.215
C -3.344 3.188 -0.008
H 5.581 -1.495 -0.775
C 3.860 -1.203 0.457
C 6.125 2.656 -0.411
C 4.437 1.463 0.523
H 1.281 -1.655 -2.961
C -0.533 -0.969 -2.062
H -0.898 -0.478 -2.951
H -1.483 -1.619 1.121
H -3.239 4.177 0.431
H -2.623 0.096 1.019
C 0.331 -2.254 0.231
C 4.975 -0.778 -0.247
H -3.791 2.219 1.865
C -4.229 2.308 0.867
H 0.669 -2.783 1.107
C 0.679 -1.626 -2.064
C -2.628 -0.204 -1.010
O -3.181 -0.020 -2.078
H 2.808 -3.007 -1.802
H 4.636 3.567 0.772
H -5.211 2.771 0.975
C -0.876 -1.583 0.228
H -6.322 0.608 1.208
H 7.028 0.978 -1.314
C -5.381 0.064 1.112
C -5.643 -1.300 0.486
N 4.984 2.713 0.372
H 2.702 1.699 1.771
N 6.268 1.324 -0.754
H -6.061 -1.183 -0.511
O 6.835 3.573 -0.728
N -3.135 0.237 0.163
C 1.126 -2.273 -0.913
O 2.776 -3.343 1.560
C 3.047 -0.342 1.173
H -4.967 -0.064 2.117
H -6.343 -1.870 1.092
C -4.413 0.907 0.273
C 5.261 0.571 -0.199
H -4.791 0.988 -0.752
H -3.778 3.291 -0.999
C -1.321 -0.922 -0.914
```

Output
Gap between HOMO and LUMO = 9.1 eV
ΔE to the lowest compared entry with this formula, charge and spin = 0.282 eV
Charge = 0
Structure (SMILES) = CCC(CC)NC(=O)c1ccc(NS(=O)(=O)c2ccc3[nH]c(=O)[nH]c3c2)cc1

[7]
Computed, not measured: C7H8O in the gas phase at a distorted geometry, with ωB97M-V/def2-TZVPD.

The geometry in XYZ format:
```
16
Properties=species:S:1:pos:R:3
C -0.114 0.234 -0.405
O 2.195 0.015 0.216
H 1.828 0.424 2.151
H -1.585 -0.774 0.937
C 1.799 -0.486 1.527
H 2.513 -1.149 1.987
H 1.684 1.036 -1.338
H -0.531 1.191 -2.405
H -3.028 0.025 -1.040
C 0.451 -1.041 1.516
C 1.225 0.461 -0.528
H -2.721 1.022 -2.532
C -0.552 -0.555 0.724
H 0.198 -1.697 2.414
C -1.022 0.704 -1.566
C -2.339 0.591 -1.655
```

Output
Gap between HOMO and LUMO = 8.5 eV
ΔE to the lowest compared entry with this formula, charge and spin = 2.658 eV
Charge = 0
Structure (SMILES) = C=CC1=COCC=C1